Density functional theory data (wB97M-V/def2-TZVPD) for 2 unconnected molecules or ions with the total composition C16H36B2N3O5.

Calculated values
LUMO level ... 0.0783 hartree
DFT total energy ... -33241.527 eV
Energy above the lowest of the compared OMol25 structures with the same formula, charge and spin ... 0.000 eV
Total charge ... -1

Each line ends with the natural charge from an NBO analysis.
Positions of all 62 atoms, in Å:
C -2.042 -1.580 -1.556  -0.61
C -1.621 -0.231 -2.178  -0.79
B -0.729 0.702 -1.232  1.03
O -1.049 2.030 -1.152  -0.88
C 0.522 0.157 -0.434  -0.29
O 0.333 0.508 0.926  -0.73
B 1.714 0.694 1.494  0.92
N 2.339 -0.703 1.862  -1.14
C 1.638 1.732 2.749  -0.69
C 1.595 1.131 4.159  -0.38
C 2.980 0.729 4.663  -0.42
C 2.976 -0.178 5.888  -0.21
N 2.913 0.562 7.165  -0.85
O 2.446 1.293 0.342  -0.72
C 1.880 0.823 -0.852  0.11
C 2.887 -0.062 -1.602  -0.40
C 2.425 -0.768 -2.881  -0.41
C 1.582 -2.039 -2.728  -0.40
C 2.097 -3.049 -1.695  -0.23
N 3.564 -3.195 -1.711  -0.86
H -3.130 -1.661 -1.476  0.18
H -1.628 -1.711 -0.555  0.22
H -1.714 -2.437 -2.147  0.20
H -2.505 0.331 -2.496  0.19
H -1.045 -0.400 -3.096  0.23
H -1.989 2.187 -1.319  0.50
H 0.606 -0.939 -0.513  0.15
H 1.625 -1.394 2.069  0.34
H 2.945 -1.083 1.149  0.34
H 2.473 2.444 2.688  0.19
H 0.730 2.326 2.590  0.20
H 0.950 0.242 4.159  0.18
H 1.160 1.838 4.876  0.18
H 3.545 1.634 4.917  0.18
H 3.496 0.227 3.844  0.24
H 3.852 -0.838 5.864  0.16
H 2.098 -0.829 5.839  0.18
H 3.826 0.638 7.593  0.34
H 2.310 0.097 7.831  0.34
H 1.676 1.698 -1.494  0.14
H 3.328 -0.762 -0.894  0.19
H 3.697 0.614 -1.892  0.20
H 3.296 -1.008 -3.494  0.20
H 1.841 -0.040 -3.461  0.19
H 0.555 -1.770 -2.473  0.21
H 1.529 -2.545 -3.699  0.18
H 1.755 -2.765 -0.698  0.20
H 1.637 -4.019 -1.910  0.17
H 3.824 -4.132 -1.988  0.35
H 3.956 -3.048 -0.789  0.36
O -3.791 2.741 -2.183  -0.57
C -4.883 2.268 -2.288  0.80
O -6.008 2.977 -2.021  -0.49
C -7.165 2.134 -2.125  -0.07
C -6.743 0.977 -3.026  -0.43
C -5.260 0.856 -2.695  -0.54
H -7.432 1.795 -1.121  0.18
H -7.979 2.735 -2.525  0.19
H -7.319 0.072 -2.844  0.22
H -6.869 1.259 -4.072  0.21
H -5.073 0.207 -1.837  0.25
H -4.629 0.525 -3.515  0.25


Density functional theory data (wB97M-V/def2-TZVPD) for a molecular structure, C17H24MnN3O2P in a non-equilibrium geometry.

Calculated values
LUMO level (spin up / spin down) ... -0.5123 / -0.6945 hartree
DFT total energy ... -67139.599 eV
Multiplicity ... 4
Energy above the lowest of the compared OMol25 structures with the same formula, charge and spin ... 1.692 eV
Total charge ... +4

Each line ends with the natural charge from an NBO analysis.
Positions of all 48 atoms, in Å:
N 0.023 2.752 -1.467  -0.57
C 0.546 3.637 -0.929  0.63
C 1.136 4.750 -0.265  -0.79
H 0.362 5.471 0.036  0.33
H 1.845 5.251 -0.941  0.33
H 1.682 4.412 0.628  0.31
N 2.442 -1.780 0.129  -0.55
C 3.444 -2.352 0.028  0.44
C 4.689 -3.068 -0.146  -0.76
H 5.315 -2.561 -0.892  0.29
H 4.493 -4.091 -0.491  0.30
H 5.238 -3.113 0.803  0.30
N -2.947 -2.141 0.360  -0.08
C -3.792 -2.877 0.051  0.62
C -4.843 -3.806 -0.329  -0.77
H -4.840 -4.673 0.347  0.35
H -4.684 -4.154 -1.357  0.39
H -5.823 -3.312 -0.267  0.37
Mn -0.521 1.160 -2.624  0.94
C 0.399 -2.346 2.085  0.52
O 0.760 -3.421 1.968  -0.39
C 2.451 0.315 2.123  0.52
O 3.580 0.312 1.955  -0.40
C 0.922 1.525 -3.774  -0.15
C -0.293 1.257 -4.504  -0.19
C -1.088 0.109 -4.146  -0.18
C -0.714 -0.724 -3.027  -0.20
C 0.462 -0.418 -2.258  -0.23
C 1.307 0.668 -2.676  -0.11
H 1.503 2.418 -4.005  0.31
H -0.639 1.949 -5.273  0.33
H -2.047 -0.056 -4.638  0.31
H -1.400 -1.496 -2.673  0.28
H 0.715 -0.986 -1.361  0.33
H 2.181 0.906 -2.069  0.30
C -2.120 0.042 2.360  -0.95
P -0.308 0.280 2.518  1.33
C -0.309 2.110 2.354  -0.98
C -0.200 0.175 4.349  -0.97
H -2.462 0.550 1.450  0.24
H -2.634 0.457 3.240  0.30
H -2.355 -1.023 2.229  0.26
H -1.182 2.528 2.875  0.29
H 0.606 2.531 2.787  0.28
H -0.361 2.381 1.291  0.22
H -1.015 0.759 4.799  0.28
H -0.291 -0.873 4.659  0.28
H 0.767 0.566 4.689  0.28


Density functional theory data (wB97M-V/def2-TZVPD) for a single C5H8N2 molecule.

Calculated values
LUMO level ... 0.0241 hartree
DFT total energy ... -8290.910 eV
Energy above the lowest of the compared OMol25 structures with the same formula, charge and spin ... 4.086 eV

Each line ends with the natural charge from an NBO analysis.
Positions of all 15 atoms, in Å:
C 2.404 -0.598 -0.102  -0.67
C 1.104 0.154 0.068  0.29
C -0.114 -0.579 -0.272  -0.47
C -1.263 0.021 0.096  0.20
N -2.713 -0.173 -0.134  -0.60
C -2.036 0.970 0.668  -0.28
N 1.012 1.358 0.503  -0.68
H 2.445 -1.447 0.588  0.22
H 2.485 -0.998 -1.118  0.22
H 3.261 0.053 0.090  0.21
H -0.075 -1.554 -0.746  0.22
H -3.035 -0.074 -1.096  0.39
H -3.251 -0.843 0.407  0.40
H -2.161 1.986 0.319  0.21
H 1.938 1.724 0.729  0.33


Density functional theory data (wB97M-V/def2-TZVPD) for a molecular structure, C19H15AsBF4N3O8OsS.

Calculated values
LUMO level ... -0.0723 hartree
DFT total energy ... -126488.537 eV
Energy above the lowest of the compared OMol25 structures with the same formula, charge and spin ... 1.483 eV

Each line ends with the natural charge from an NBO analysis.
Positions of all 53 atoms, in Å:
Os 0.582 0.000 -0.622  1.65
O -3.987 -0.968 -1.057  -0.66
C -3.761 -2.230 -1.424  0.38
C -4.905 -2.981 -1.720  -0.27
C -4.807 -4.290 -2.129  -0.15
C -3.561 -4.905 -2.261  -0.27
C -2.428 -4.177 -1.988  -0.14
C -2.500 -2.837 -1.572  -0.19
C -1.247 -2.126 -1.340  0.61
O -1.221 -1.015 -0.683  -0.61
N -0.121 -2.657 -1.766  -0.39
N 0.893 -1.908 -1.306  -0.15
C 2.094 -2.372 -1.381  0.02
C 3.080 -1.600 -0.684  0.17
C 4.409 -1.956 -0.524  -0.21
C 5.200 -1.193 0.315  -0.12
C 4.637 -0.114 0.979  -0.23
C 3.311 0.198 0.756  0.11
N 2.552 -0.522 -0.074  -0.40
H -3.252 -0.523 -0.599  0.53
H -5.863 -2.492 -1.609  0.23
H -5.710 -4.847 -2.345  0.22
H -3.485 -5.937 -2.573  0.22
H -1.451 -4.626 -2.090  0.23
H 2.272 -3.334 -1.839  0.24
H 4.795 -2.824 -1.038  0.24
H 6.241 -1.448 0.461  0.24
H 5.213 0.488 1.667  0.24
H 2.823 1.017 1.258  0.25
O 2.748 3.844 -0.656  -1.00
As 1.147 3.253 -1.084  2.43
O 0.722 3.852 -2.508  -1.04
O 1.580 1.524 -1.124  -0.98
C 0.170 3.554 0.569  -0.44
C 0.789 4.360 1.517  -0.19
C 0.212 4.533 2.769  -0.19
C -0.970 3.890 3.088  -0.18
C -1.610 3.105 2.140  -0.18
C -1.053 2.960 0.885  -0.25
S -1.965 2.096 -0.344  2.42
O -2.533 3.066 -1.220  -0.90
O -2.832 1.167 0.325  -0.96
O -0.848 1.365 -1.115  -0.97
H 3.082 3.415 0.138  0.48
H 1.714 4.866 1.280  0.23
H 0.703 5.164 3.498  0.22
H -1.402 3.999 4.073  0.23
H -2.539 2.598 2.362  0.25
F 0.316 -0.767 1.229  -0.50
B 0.634 -0.032 2.654  1.38
F 0.957 1.248 2.254  -0.56
F 1.696 -0.740 3.121  -0.53
F -0.521 -0.136 3.338  -0.52


What did the second record say?
Density functional theory data (wB97M-V/def2-TZVPD) for a molecular structure, C17H24MnN3O2P in a non-equilibrium geometry.

Calculated values
LUMO level (spin up / spin down) ... -0.5123 / -0.6945 hartree
DFT total energy ... -67139.599 eV
Multiplicity ... 4
Energy above the lowest of the compared OMol25 structures with the same formula, charge and spin ... 1.692 eV
Total charge ... +4

Each line ends with the natural charge from an NBO analysis.
Positions of all 48 atoms, in Å:
N 0.023 2.752 -1.467  -0.57
C 0.546 3.637 -0.929  0.63
C 1.136 4.750 -0.265  -0.79
H 0.362 5.471 0.036  0.33
H 1.845 5.251 -0.941  0.33
H 1.682 4.412 0.628  0.31
N 2.442 -1.780 0.129  -0.55
C 3.444 -2.352 0.028  0.44
C 4.689 -3.068 -0.146  -0.76
H 5.315 -2.561 -0.892  0.29
H 4.493 -4.091 -0.491  0.30
H 5.238 -3.113 0.803  0.30
N -2.947 -2.141 0.360  -0.08
C -3.792 -2.877 0.051  0.62
C -4.843 -3.806 -0.329  -0.77
H -4.840 -4.673 0.347  0.35
H -4.684 -4.154 -1.357  0.39
H -5.823 -3.312 -0.267  0.37
Mn -0.521 1.160 -2.624  0.94
C 0.399 -2.346 2.085  0.52
O 0.760 -3.421 1.968  -0.39
C 2.451 0.315 2.123  0.52
O 3.580 0.312 1.955  -0.40
C 0.922 1.525 -3.774  -0.15
C -0.293 1.257 -4.504  -0.19
C -1.088 0.109 -4.146  -0.18
C -0.714 -0.724 -3.027  -0.20
C 0.462 -0.418 -2.258  -0.23
C 1.307 0.668 -2.676  -0.11
H 1.503 2.418 -4.005  0.31
H -0.639 1.949 -5.273  0.33
H -2.047 -0.056 -4.638  0.31
H -1.400 -1.496 -2.673  0.28
H 0.715 -0.986 -1.361  0.33
H 2.181 0.906 -2.069  0.30
C -2.120 0.042 2.360  -0.95
P -0.308 0.280 2.518  1.33
C -0.309 2.110 2.354  -0.98
C -0.200 0.175 4.349  -0.97
H -2.462 0.550 1.450  0.24
H -2.634 0.457 3.240  0.30
H -2.355 -1.023 2.229  0.26
H -1.182 2.528 2.875  0.29
H 0.606 2.531 2.787  0.28
H -0.361 2.381 1.291  0.22
H -1.015 0.759 4.799  0.28
H -0.291 -0.873 4.659  0.28
H 0.767 0.566 4.689  0.28


Q: Which formula does entry 3 have?
A: C5H8N2